Record 1
The following is a quantum chemistry calculation of a single C4H5NO2 molecule, from the Open Molecules 2025 dataset.

```
12
Properties=species:S:1:pos:R:3
C 0.32 0.42 1.57
H 0.28 -1.61 0.80
H 1.40 0.98 -2.08
O -0.48 1.28 1.83
H -1.87 0.14 0.08
C -1.07 -0.36 -0.45
N -0.56 0.49 -1.54
O 1.27 -0.26 -0.43
C 0.16 -0.59 0.43
C 0.70 0.47 -1.44
H 1.29 0.34 2.10
H -1.45 -1.29 -0.88
```

Output
SMILES: O=C[C@H]1CN=CO1
Energy relative to the best compared isomer or geometry (same formula, charge and spin): 1.312 eV
Max |F|: 0.520 eV Å⁻¹

---

Record 2
The following is a quantum chemistry calculation of a single C21H14BrNO5S molecule at a distorted geometry, from the Open Molecules 2025 dataset.

```
43
Properties=species:S:1:pos:R:3
C 2.17 -1.64 1.10
O 2.52 -1.92 -1.43
N 1.74 0.60 -0.41
H 6.61 2.57 -2.57
H -7.04 -2.78 1.48
C 3.33 1.73 -1.94
H -1.74 -1.58 1.51
C -0.15 -0.57 0.57
C -2.44 0.29 0.66
C 4.03 0.90 -4.14
H 2.09 0.65 -3.40
C -5.08 -1.32 3.79
C -4.45 -0.49 1.70
S 2.77 -0.89 -0.44
C -1.93 1.45 0.02
H 2.66 -2.58 1.13
C -6.30 -2.09 1.88
C -6.05 -2.15 3.22
H 4.89 2.67 -0.85
H 2.53 -1.04 1.87
H -5.67 -1.33 0.09
H 3.64 0.64 -5.16
C -4.18 -0.54 3.06
C 4.63 2.28 -1.80
C 3.07 1.11 -3.18
O 0.28 -2.80 0.84
H -2.48 2.32 -0.24
C -1.49 -0.70 0.95
C -5.49 -1.32 1.16
C 5.62 2.19 -2.78
O 2.22 2.81 -0.28
C 2.40 1.76 -0.79
O 4.12 -0.53 -0.15
C 5.31 1.41 -3.95
C 0.75 -1.70 0.77
H 6.19 1.14 -4.52
H -0.36 2.47 -0.97
C -0.58 1.53 -0.42
H -5.09 -1.53 4.85
C 0.37 0.61 -0.02
H -6.54 -2.77 4.02
Br -3.04 0.81 3.93
O -3.80 0.35 0.83
```

Output
SMILES: O=C1CS(=O)(=O)N(C(=O)c2ccccc2)c2ccc(Oc3ccccc3Br)cc21
Max |F|: 3.821 eV Å⁻¹
Energy: -4211.691712 a.u.

---

Record 3
The following is a quantum chemistry calculation of a 13-piece molecular cluster, C78H198N12O31P4 overall at a distorted geometry, from the Open Molecules 2025 dataset.

```
323
Properties=species:S:1:pos:R:3
H 6.64 6.53 -2.11
H 3.47 3.41 6.95
H 5.47 -3.25 -1.73
O 2.64 0.02 2.21
H -2.39 -3.10 4.06
H 2.96 -6.82 -3.08
C -6.66 -4.13 3.19
O -0.08 -5.37 -6.83
H -5.51 4.40 1.80
O -2.03 6.63 -3.71
C 4.08 -2.43 4.96
H 1.18 -6.07 -4.77
N 4.65 2.81 5.39
H -3.50 5.30 2.41
O -2.06 1.00 -0.82
C 5.92 0.05 5.86
H -9.37 1.65 -4.13
H -1.95 5.57 -1.95
H 5.26 3.67 7.10
H 7.58 1.09 -2.61
H 1.11 -7.45 3.55
C 0.79 -6.50 4.00
C -7.02 -2.53 1.45
H -1.95 -2.32 -5.78
N -3.58 -4.23 2.65
H -5.76 -0.14 -2.43
H 0.95 -4.82 7.24
H -0.35 5.82 -2.80
H 4.45 -1.73 4.20
H 4.84 0.14 5.68
H -6.99 -3.46 -2.18
H 5.76 3.95 1.30
H 5.53 -4.56 4.12
H 4.57 0.77 -7.13
C -3.36 -3.54 3.95
H -2.35 -0.37 5.87
H -4.58 4.67 -2.20
H -8.28 4.96 -4.90
O -1.51 3.64 2.07
H 2.51 -4.88 -5.05
H -0.87 0.10 -2.36
H -0.57 1.85 1.71
H -4.41 -1.23 2.32
C 4.20 0.51 -8.13
H 5.48 6.41 1.01
P 2.25 -4.44 4.96
P -4.67 -3.76 1.42
N 1.67 -5.39 3.77
H -1.30 -3.87 -4.73
H 0.90 -1.51 -8.29
H 4.01 1.46 -8.61
P 6.15 2.54 4.74
C 5.49 -3.35 -0.65
H 8.23 3.08 2.05
H 5.01 -3.44 2.88
C 1.49 -4.79 2.47
H 1.13 3.20 2.81
H -4.60 2.44 3.95
H 8.28 1.60 4.12
C -0.49 2.88 1.40
C 1.45 -5.06 -5.08
H 0.18 2.83 -5.24
H 4.19 -7.48 -1.95
H -6.57 -1.63 1.02
H -2.80 -5.88 1.54
H 3.27 -1.93 5.50
H -3.55 3.89 -4.93
H 1.72 -1.55 3.31
C -3.59 -2.55 -0.66
C -7.41 1.18 0.27
P -8.52 -0.44 -1.46
H -6.62 4.16 -3.47
H 0.42 -4.42 2.37
H -1.69 0.69 -5.18
H 7.09 4.98 2.00
C -6.51 5.12 -2.96
H 3.32 -5.57 -0.17
N -7.80 -1.49 -2.56
H 5.03 -0.01 -8.54
C -1.64 4.92 1.43
O 6.50 -2.70 1.28
H 2.95 -7.51 5.57
H -3.52 -4.22 4.77
O 1.33 4.53 1.22
C 0.70 -0.53 -7.82
H 6.17 1.85 0.52
O 4.02 0.19 -3.09
H -6.46 1.25 0.89
H 1.61 4.57 -1.95
C -2.50 2.13 -1.66
H -6.34 -2.15 -1.19
C -3.74 -1.28 1.46
C 1.97 4.23 -2.93
H 2.72 0.83 -0.18
H 7.39 0.88 1.48
H 1.64 2.16 -4.77
H 1.32 -1.92 0.74
H 4.62 -6.75 -3.47
C -2.37 0.44 -6.02
H 6.88 4.69 -2.08
H 2.51 -5.19 8.29
O -9.24 -0.89 -0.28
C 7.27 1.63 0.67
H 1.43 -6.45 7.68
H -7.00 -5.04 2.74
H -1.10 1.19 -7.52
C 4.65 -4.24 3.54
H -6.36 -0.72 4.54
C -1.47 -0.09 5.34
C 0.93 3.26 1.70
O -3.14 -0.66 -5.63
C -0.59 -4.43 -4.07
H -3.98 -3.45 -1.19
H 7.84 4.81 4.19
H -7.74 2.22 0.08
O -3.89 4.37 0.62
H -3.68 1.47 2.80
O 7.63 0.94 -0.59
H 3.39 -1.09 0.66
H -2.19 2.82 4.24
H -7.74 1.14 -3.44
H -7.98 1.00 4.45
H -0.36 -4.17 -0.11
C -0.87 -4.22 -2.62
C 6.18 5.56 -2.02
H -5.97 1.62 -2.16
O -0.27 -5.25 -1.87
O -4.82 -4.88 0.45
H 1.91 -5.63 -7.10
H 2.23 -0.42 -6.32
H 2.18 -3.24 -0.58
H 6.14 -0.92 5.49
C -8.62 -2.07 -3.61
C 1.21 -4.94 -6.57
H -7.84 -2.21 2.11
H 5.59 5.49 -2.95
H 4.69 -1.82 -3.42
H 4.11 1.59 -0.95
H 6.37 2.06 -1.78
O -1.60 0.96 4.33
C 3.67 -0.78 1.66
H -8.09 0.67 0.94
H -8.84 6.62 -4.90
H -9.26 5.47 -3.52
H 4.25 -6.55 5.31
H 5.88 -1.34 -0.20
H 7.93 -0.17 3.97
H 3.32 4.10 1.71
H -10.54 1.92 -1.12
C 7.23 -1.81 2.12
C -3.15 5.31 1.38
C -6.99 1.37 4.25
C -1.44 0.20 -7.19
C 3.13 1.21 -1.12
H -6.18 0.02 2.91
H -3.19 -2.34 -4.55
H -0.02 1.34 -1.37
H 3.04 -1.34 -4.02
H 1.56 2.48 1.29
H -1.69 -1.36 -4.31
N -6.05 -3.26 2.24
H 7.27 -2.21 -0.63
H -3.23 -6.21 3.27
H 7.33 -2.35 3.06
H 4.04 -1.62 2.26
O 0.87 3.81 -3.64
C -8.71 1.58 -3.23
H 7.62 2.00 6.93
H 9.05 2.73 0.56
N -9.42 0.68 -2.36
H 2.44 5.06 -3.46
H -6.60 1.80 5.17
H -9.48 -1.46 -3.84
H -8.04 -2.20 -4.47
C 4.05 -0.98 -3.90
H -3.09 1.24 -6.21
H -1.59 -5.38 -0.21
H 2.22 -0.39 -2.31
H 2.12 -5.39 -1.48
O 0.78 -4.12 -4.31
C -0.84 0.53 -1.39
O -4.69 0.44 4.33
H -11.27 1.45 -2.65
H 3.80 -6.97 6.96
H 0.73 -6.74 5.09
C -2.86 -5.47 2.53
C 2.97 3.13 -2.57
H 6.65 -0.93 2.23
H -5.66 5.52 0.46
H 6.98 3.40 7.84
C 1.45 -0.76 2.55
C -8.50 5.81 -4.25
H -7.47 -3.62 3.64
H -11.18 0.25 -1.38
H -7.53 -3.09 0.71
O 2.28 2.21 -1.69
H -3.80 -1.69 -1.28
H 3.22 2.56 -3.47
H 0.33 -1.35 -1.06
H -2.82 2.06 5.65
H -6.92 4.86 -2.01
C 4.43 3.01 6.78
H -7.71 4.13 2.65
C -0.36 -0.72 -0.54
H 3.59 -0.94 -1.37
H 0.41 0.18 -8.66
N -7.14 0.39 -0.90
H -5.97 -4.30 4.01
H 3.84 3.57 -2.10
C -5.08 5.48 -2.82
H 7.10 6.49 0.08
H 6.64 5.45 5.36
H -1.08 -0.99 4.84
H -0.68 2.91 0.33
O -6.97 2.26 3.17
C -1.32 6.26 -2.53
C 7.44 1.74 -1.76
H -1.15 7.16 -2.01
H -1.91 -0.34 -8.02
C 1.84 -5.48 7.45
H -1.26 -1.33 -0.40
C 8.06 2.90 0.95
N 7.28 3.48 5.64
H -2.49 -2.61 -0.55
C -6.66 -2.37 -2.23
H -5.73 3.78 0.23
H -1.40 -5.66 -8.25
H -8.95 -3.09 -3.33
H -2.71 -1.48 1.74
H 2.04 1.09 -7.15
H -3.01 4.32 -3.26
H -2.96 1.72 -2.58
N 2.62 -5.50 6.17
H -0.39 -3.28 -2.34
O 5.39 5.65 -0.84
H 3.13 -3.17 -2.00
H 4.62 -0.15 1.60
H 4.90 -2.67 5.74
O 1.35 -3.36 5.42
H 2.98 5.52 0.51
H 4.36 -5.01 2.85
O 4.19 -3.17 -0.18
C -2.44 -1.71 -5.05
H 0.91 0.09 3.02
H 2.24 -3.97 2.22
C 2.67 4.50 0.83
C 2.03 0.02 -7.28
N -4.17 -2.41 0.64
H 2.68 2.95 4.82
C 3.22 -0.05 -1.95
H -5.79 -2.27 -2.91
C -7.73 3.44 3.50
H -0.25 -6.39 3.71
C 3.51 2.33 4.60
O 7.54 3.96 0.30
H -3.80 -0.41 0.78
C -5.25 4.57 0.78
C 7.62 3.10 7.01
H 3.74 2.58 3.56
H -7.37 3.97 4.45
H -1.24 4.87 0.43
C -2.20 5.62 -4.68
H 8.14 2.56 -1.80
C 3.94 -6.68 -2.64
H 4.49 2.07 7.33
C 3.09 -5.06 -1.12
C -3.32 4.74 -4.20
H 0.23 -6.19 -8.78
C -0.35 -5.42 -8.23
H -1.67 2.91 -1.95
H 6.19 0.11 6.90
H -4.07 -2.73 4.04
C -5.93 0.63 -1.66
H -3.25 2.66 -1.05
C -10.71 1.11 -1.84
O -4.51 5.46 -4.06
H -1.24 5.12 -4.90
H -1.93 -4.16 -2.30
N 3.66 -3.75 4.46
C 1.12 3.17 -4.89
H -1.83 -5.35 2.77
H 8.32 5.19 5.93
O -0.30 -0.58 -6.84
O 6.16 2.89 3.31
H 5.87 -4.37 -0.38
C 6.15 5.85 0.34
H 1.60 -5.58 1.78
C 6.34 -2.33 -0.05
N 6.69 1.03 5.12
C 7.96 0.71 4.62
O 4.11 -5.44 -2.08
C 7.51 4.79 5.26
H -0.09 -4.45 -8.60
H 8.22 -1.54 1.71
H 0.08 -5.93 0.03
H -2.46 6.16 -5.63
H -5.08 0.52 -1.01
H -0.21 -2.00 1.78
H 8.68 3.33 7.21
H -1.06 5.62 2.01
C -3.94 1.62 3.85
H -8.78 3.15 3.67
O 3.06 -0.34 -8.18
H 3.26 1.27 4.59
C 6.57 4.61 1.05
H -0.63 -5.45 -4.34
C -6.10 0.24 3.98
O 0.17 -0.25 0.67
H 8.71 0.42 5.41
H -0.66 0.20 6.06
H 2.83 3.85 -0.03
C -0.56 -5.21 -0.49
C -2.62 1.93 4.61
H 4.49 -0.81 -4.84
H 1.35 -3.96 -6.97
O -7.24 6.18 -3.63
C 3.43 -6.67 6.00
H -4.94 6.48 -2.35
C 3.11 -3.57 -0.97
H 1.68 3.79 -5.55
H -3.33 6.34 1.01
C 0.67 -1.34 1.41
H -8.51 2.56 -2.78
```

Output
Max |F|: 3.297 eV Å⁻¹
Energy: -7445.176771 a.u.